[1]
Computed, not measured: an isolated molecule of C3H3FI2O in a non-equilibrium geometry, with ωB97M-V/def2-TZVPD.

Calculated values
Structure (SMILES) = CO/C(I)=C(/F)I
LUMO = -0.0718 eV
Energy above the lowest of the compared OMol25 structures with the same formula, charge and spin = 0.619 eV
Calculated total energy = -886.5252 hartree
Orbital gap = 8.439 eV
Maximum force = 0.043 hartree/bohr
Spin multiplicity = 1

Atoms and positions in Å:
C (-0.19, 0.18, -0.57)
C (-0.19, -0.04, -1.91)
C (0.34, -0.27, 1.68)
O (0.38, -0.61, 0.34)
F (-0.92, 0.74, -2.76)
I (-1.43, 1.84, 0.04)
I (0.88, -1.46, -2.90)
H (1.25, -0.61, 2.05)
H (-0.49, -0.57, 2.39)
H (0.37, 0.81, 1.64)

Results of the Mulliken charge analysis, in e, for atoms 1 through 6: atom 1 (C): 0.134, atom 2 (C): 0.115, atom 3 (C): -0.704, atom 4 (O): -0.339, atom 5 (F): -0.232, atom 6 (I): 0.043

[2]
Computed, not measured: an isolated molecule of C3H3FN2 in a non-equilibrium geometry, with ωB97M-V/def2-TZVPD.

Calculated values
Structure (SMILES) = FC1N=CC=N1
LUMO = -0.2621 eV
Energy above the lowest of the compared OMol25 structures with the same formula, charge and spin = 1.586 eV
Calculated total energy = -325.4334 hartree
Orbital gap = 10.734 eV
Maximum force = 0.085 hartree/bohr
Spin multiplicity = 1

Atoms and positions in Å:
C (-0.77, 0.73, 0.32)
C (-0.86, -0.75, 0.31)
C (1.11, 0.02, -0.32)
N (0.36, 1.20, -0.05)
N (0.25, -1.26, -0.05)
F (2.35, -0.02, 0.15)
H (-1.70, 1.41, 0.57)
H (-1.82, -1.41, 0.56)
H (1.09, 0.08, -1.49)

Results of the Mulliken charge analysis, in e, for atoms 1 through 6: atom 1 (C): -0.079, atom 2 (C): 0.054, atom 3 (C): 0.359, atom 4 (N): -0.443, atom 5 (N): -0.449, atom 6 (F): -0.225

[3]
Computed, not measured: an isolated molecule of C3H3FN2S in a non-equilibrium geometry, with ωB97M-V/def2-TZVPD.

Calculated values
Structure (SMILES) = FNc1nccs1
LUMO = 0.4531 eV
Energy above the lowest of the compared OMol25 structures with the same formula, charge and spin = 2.987 eV
Calculated total energy = -723.5739 hartree
Orbital gap = 9.373 eV
Maximum force = 0.061 hartree/bohr
Spin multiplicity = 1

Atoms and positions in Å:
C (1.19, 0.90, 0.35)
C (0.23, 1.78, 0.00)
C (-0.43, -0.55, 0.03)
N (0.80, -0.39, 0.43)
N (-1.06, -1.83, -0.04)
F (-0.23, -2.90, -0.50)
S (-1.25, 0.95, -0.39)
H (2.19, 1.25, 0.85)
H (0.51, 2.74, -0.11)
H (-1.96, -1.96, -0.62)

Results of the Mulliken charge analysis, in e, for atoms 1 through 6: atom 1 (C): -0.262, atom 2 (C): -0.312, atom 3 (C): 0.548, atom 4 (N): -0.501, atom 5 (N): -0.199, atom 6 (F): -0.186

[4]
Computed, not measured: an isolated molecule of C3H3FN2S2 in a non-equilibrium geometry, with ωB97M-V/def2-TZVPD.

Calculated values
Structure (SMILES) = Fc1cc(S)nn1S
LUMO = 0.4325 eV
Energy above the lowest of the compared OMol25 structures with the same formula, charge and spin = 0.707 eV
Calculated total energy = -1121.7946 hartree
Orbital gap = 9.322 eV
Maximum force = 0.091 hartree/bohr
Spin multiplicity = 1

Atoms and positions in Å:
C (0.84, 0.00, -0.78)
C (0.50, -1.27, -0.15)
C (-0.71, -1.00, 0.48)
H (1.73, 1.52, -2.03)
H (0.93, -2.15, -0.34)
H (-1.20, 1.71, 2.24)
N (-0.96, 0.33, 0.25)
N (0.00, 0.99, -0.39)
F (-1.47, -1.81, 1.28)
S (2.30, 0.28, -1.76)
S (-1.98, 1.40, 1.20)

Results of the Mulliken charge analysis, in e, for atoms 1 through 6: atom 1 (C): 0.442, atom 2 (C): -0.630, atom 3 (C): 0.291, atom 4 (H): 0.172, atom 5 (H): 0.487, atom 6 (H): 0.153

[5]
Computed, not measured: an isolated molecule of C3H3FO2 in a non-equilibrium geometry, with ωB97M-V/def2-TZVPD.

Calculated values
Structure (SMILES) = C=COC(=O)F
LUMO = 0.2810 eV
Energy above the lowest of the compared OMol25 structures with the same formula, charge and spin = 2.649 eV
Calculated total energy = -366.3507 hartree
Orbital gap = 10.967 eV
Maximum force = 0.085 hartree/bohr
Spin multiplicity = 1

Atoms and positions in Å:
C (0.60, -0.95, -1.37)
C (0.22, 0.24, -1.11)
C (-0.72, 0.45, 1.80)
O (-1.81, 0.11, 2.10)
O (-0.11, 0.62, 0.57)
F (0.14, 0.99, 2.69)
H (0.89, -1.03, -2.45)
H (0.51, -1.67, -0.50)
H (0.28, 1.23, -1.72)

Results of the Mulliken charge analysis, in e, for atoms 1 through 6: atom 1 (C): -0.426, atom 2 (C): 0.082, atom 3 (C): 0.625, atom 4 (O): -0.424, atom 5 (O): -0.489, atom 6 (F): -0.188

[6]
Computed, not measured: a structure of composition C3H3FO2Sn in a non-equilibrium geometry, with ωB97M-V/def2-TZVPD.

Calculated values
LUMO (spin up / spin down) = -6.5359 / -7.0752 eV
Total charge = +1
Energy above the lowest of the compared OMol25 structures with the same formula, charge and spin = 5.189 eV
Calculated total energy = -580.2289 hartree
Orbital gap (spin up / spin down) = 6.489 / 6.167 eV
Maximum force = 0.068 hartree/bohr
Spin multiplicity = 2

Atoms and positions in Å:
F (-1.99, -0.55, 2.35)
H (-1.71, 1.02, -0.50)
H (-0.90, -0.93, 1.08)
O (1.09, -0.64, 0.04)
O (0.39, 1.26, -0.72)
C (-0.33, -0.78, -0.07)
C (-0.74, 0.49, -0.64)
C (1.46, 0.55, -0.41)
H (-0.58, -1.70, -0.62)
Sn (3.31, 1.27, -0.52)

Results of the Mulliken charge analysis, in e, for atoms 1 through 6: atom 1 (F): -0.391, atom 2 (H): 0.381, atom 3 (H): 0.267, atom 4 (O): -0.230, atom 5 (O): -0.213, atom 6 (C): -0.066

[7]
Computed, not measured: a cluster of 2 separate species, C3H3FO3S in total in a non-equilibrium geometry, with ωB97M-V/def2-TZVPD.

Calculated values
LUMO = -0.4430 eV
Energy above the lowest of the compared OMol25 structures with the same formula, charge and spin = 1.828 eV
Calculated total energy = -839.8156 hartree
Orbital gap = 10.445 eV
Maximum force = 0.066 hartree/bohr
Spin multiplicity = 1

Atoms and positions in Å:
C (-1.47, -0.10, -0.22)
C (-0.61, -1.27, -0.29)
C (-0.89, 0.99, 0.27)
O (2.47, 0.32, -0.91)
O (2.06, 0.63, 1.38)
O (0.56, -1.30, 0.00)
F (-1.44, 2.27, 0.25)
S (2.61, -0.24, 0.35)
H (-2.31, -0.13, -0.88)
H (-1.19, -2.13, -0.52)
H (0.21, 0.95, 0.57)

Results of the Mulliken charge analysis, in e, for atoms 1 through 6: atom 1 (C): -0.430, atom 2 (C): 0.082, atom 3 (C): 0.394, atom 4 (O): -0.365, atom 5 (O): -0.527, atom 6 (O): -0.474

[8]
Computed, not measured: a structure of composition C3H3FO4Yb in a non-equilibrium geometry, with ωB97M-V/def2-TZVPD.

Calculated values
LUMO (spin up / spin down) = -17.6938 / -21.9383 eV
Total charge = +4
Energy above the lowest of the compared OMol25 structures with the same formula, charge and spin = 0.000 eV
Calculated total energy = -1673.2528 hartree
Orbital gap (spin up / spin down) = 11.036 / 5.839 eV
Maximum force = 0.155 hartree/bohr
Spin multiplicity = 3

Atoms and positions in Å:
C (-3.93, -0.77, 0.13)
C (-3.29, 0.54, -0.08)
O (-1.88, 0.37, -0.14)
O (-5.16, -0.95, 0.21)
H (-3.38, -1.72, 0.22)
H (-3.59, 1.24, 0.73)
H (-3.62, 0.98, -1.03)
F (-5.87, 0.23, 0.09)
C (-1.11, 0.40, -1.29)
O (0.08, 0.19, -1.41)
Yb (3.06, 1.10, -0.22)
O (0.85, -0.03, -0.24)

Results of the Mulliken charge analysis, in e, for atoms 1 through 6: atom 1 (C): 0.073, atom 2 (C): -0.189, atom 3 (O): -0.102, atom 4 (O): 0.144, atom 5 (H): 0.422, atom 6 (H): 0.424

[9]
Computed, not measured: a cluster of 2 separate species, C3H3FS in total in a non-equilibrium geometry, with ωB97M-V/def2-TZVPD.

Calculated values
Structure (SMILES) = C=C=C=S.F
LUMO = -1.6676 eV
Energy above the lowest of the compared OMol25 structures with the same formula, charge and spin = 1.562 eV
Calculated total energy = -614.0541 hartree
Orbital gap = 7.133 eV
Maximum force = 0.071 hartree/bohr
Spin multiplicity = 1

Atoms and positions in Å:
C (-0.63, 1.33, 1.20)
C (0.11, 0.96, 0.23)
C (0.85, 0.48, -0.65)
F (-0.03, -3.20, -0.85)
S (1.69, -0.44, -1.60)
H (-0.60, 2.39, 1.49)
H (-1.57, 0.99, 1.53)
H (0.19, -2.51, -1.36)

Results of the Mulliken charge analysis, in e, for atoms 1 through 6: atom 1 (C): -0.819, atom 2 (C): 0.377, atom 3 (C): 0.311, atom 4 (F): -0.359, atom 5 (S): -0.362, atom 6 (H): 0.227

[10]
Computed, not measured: an isolated molecule of C3H3FS2 in a non-equilibrium geometry, with ωB97M-V/def2-TZVPD.

Calculated values
Structure (SMILES) = F/C=C\SC=S
LUMO = -0.4062 eV
Energy above the lowest of the compared OMol25 structures with the same formula, charge and spin = 0.374 eV
Calculated total energy = -1012.3015 hartree
Orbital gap = 8.589 eV
Maximum force = 0.039 hartree/bohr
Spin multiplicity = 1

Atoms and positions in Å:
C (1.64, -0.58, 0.78)
C (0.64, 0.06, 0.25)
C (-1.77, 0.40, -0.91)
H (2.28, -0.26, 1.58)
H (0.35, 1.07, 0.56)
H (-2.60, -0.05, -1.50)
F (1.93, -1.82, 0.40)
S (-0.48, -0.72, -0.84)
S (-1.98, 1.90, -0.32)

Results of the Mulliken charge analysis, in e, for atoms 1 through 6: atom 1 (C): -0.133, atom 2 (C): -0.153, atom 3 (C): -0.120, atom 4 (H): 0.338, atom 5 (H): 0.274, atom 6 (H): 0.290